No. 1
21
Properties=species:S:1:pos:R:3:nbo_charge:R:1 method="wB97M-V/def2-TZVPD" charge=+1 homo_lumo_gap_ev=10.9344
O -0.127 -3.260 0.971 -0.490
C 0.296 -2.180 1.323 0.432
C 0.464 -1.048 0.291 -0.170
C -0.497 0.143 0.528 -0.440
C -0.135 1.419 -0.215 -0.235
N -0.198 1.063 -1.637 -0.828
N 0.031 -1.745 -0.989 -0.805
H 0.697 -1.872 2.405 0.147
H 1.556 -0.781 0.250 0.245
H -0.461 0.404 1.550 0.242
H -1.547 -0.002 0.323 0.230
H 0.783 1.833 0.270 0.241
H -0.994 2.130 0.094 0.260
H -1.040 1.235 -2.330 0.442
H -0.144 -0.411 -1.625 0.451
H 0.515 1.286 -2.271 0.412
H -0.797 -2.302 -0.874 0.434
H 0.811 -2.237 -1.496 0.427
H 0.995 4.006 -0.101 0.478
H -0.113 5.001 0.599 0.509
O 0.145 4.070 0.282 -0.982

***

No. 2
21
Properties=species:S:1:pos:R:3:nbo_charge:R:1 method="wB97M-V/def2-TZVPD" charge=+1 homo_lumo_gap_ev="8.5603 / 8.3059"
C 2.203 -0.574 -1.112 -0.646
C -2.340 -0.644 0.450 -0.090
C 0.853 -0.693 -0.305 0.035
C -0.080 0.534 -0.442 0.294
N -0.248 1.413 -1.429 -0.795
N -0.152 1.259 0.846 -0.777
O -2.068 -0.085 1.687 -0.712
O 1.141 -0.787 1.147 -0.752
H 2.197 -1.230 -2.042 0.239
H 2.939 -1.006 -0.481 0.223
H 2.428 0.340 -1.524 0.236
H -2.017 -1.581 0.193 0.174
H -3.122 -0.074 0.000 0.181
H 0.314 -1.663 -0.542 0.206
H -0.656 0.930 -2.174 0.401
H -0.847 2.217 -1.186 0.392
H 0.523 0.694 1.529 0.485
H -1.075 1.054 1.315 0.460
H 0.013 2.254 0.694 0.423
H -1.756 -0.834 2.274 0.515
H 1.749 -1.523 1.101 0.507

***

No. 3
21
Properties=species:S:1:pos:R:3:lowdin_spin:R:1 method="wB97M-V/def2-TZVPD" spin_multiplicity=2 charge=+2 s_squared=0.7705 homo_lumo_gap_ev="10.4665 / 5.3449"
O -1.674 -0.379 1.212 0.222
C -1.285 0.389 0.347 -0.008
N -2.108 1.415 -0.192 0.542
C -1.705 2.030 -1.443 0.132
C 0.200 0.421 -0.065 -0.010
N 1.059 -0.343 0.830 0.000
C 2.589 -0.441 0.426 0.000
H -3.083 1.395 0.068 0.008
H -2.397 1.948 -2.366 0.056
H -1.843 3.159 -1.381 0.060
H -0.716 1.807 -1.888 0.002
H 0.126 0.249 -1.196 -0.004
H 0.561 1.476 -0.092 -0.001
H 0.707 -1.317 0.810 0.000
H 1.022 0.026 1.860 0.000
H 3.132 -1.004 1.210 0.000
H 2.781 0.666 0.348 0.000
H 2.440 -0.880 -0.544 0.000
H -0.598 -3.170 0.333 0.000
H 0.481 -3.973 1.221 0.000
O 0.311 -3.474 0.501 0.000

***

Here are the calculated DFT total energy numbers, same order: -419.87675 -419.79451 -419.42430 (hartree).
Here are the calculated relative energy (zero: lowest compared OMol25 entry of this formula, charge and spin) numbers, same order: 93.3 144.9 49.3 (kcal/mol).